Model i:
ORCA calculation (ωB97M-V with the def2-TZVPD basis set) on a cluster of 2 separate species, C7H16N in total.

Geometry (Å):
C 0.44019 -1.23774 1.67435
C 1.53901 -0.58731 1.33328
C -0.66438 -3.39128 1.55686
N 0.30726 -2.61348 1.28907
H -0.36252 -0.91749 2.31450
H 2.39762 -1.10855 0.92970
H 1.57351 0.48825 1.42328
H -0.64200 -4.39264 1.14757
H -1.48903 -3.05177 2.16717
H 1.03364 -2.98178 0.67692
C -0.10482 2.43801 0.60344
C -0.51637 0.42987 -2.71036
C -0.78186 0.88644 -1.27634
C 0.25033 1.88095 -0.76585
H -0.87022 3.20612 0.56984
H 0.74581 2.88536 1.11937
H -0.47981 1.66913 1.28321
H -1.24951 -0.31078 -3.02236
H 0.46543 -0.03008 -2.82146
H -0.57246 1.27404 -3.39277
H -0.82534 0.01772 -0.61403
H -1.77088 1.35216 -1.24839
H 1.23866 1.41236 -0.73608
H 0.33772 2.68248 -1.50092

## Properties
Total charge: +1
Frontier orbital gap (eV): 8.66

=====

Model ii:
ORCA calculation (ωB97M-V with the def2-TZVPD basis set) on a cluster of 2 separate species, C7H16N in total.

Geometry (Å):
C -1.64615 -1.90118 -1.40675
C -1.69574 -0.47083 -0.94947
C -2.34802 -0.11463 0.14948
C -1.03677 0.53155 -1.85743
H -2.33335 -2.06296 -2.23569
H -1.90790 -2.59539 -0.61320
H -0.65223 -2.16569 -1.77980
H -2.44724 0.93230 0.41278
H -2.82920 -0.84728 0.78375
H -0.95253 1.51331 -1.39115
H -1.60823 0.65286 -2.78145
H -0.04201 0.18760 -2.16265
C 1.29441 2.14962 1.56639
C 0.91263 0.70103 1.34443
C 2.21918 -0.97564 0.12948
N 2.10892 -0.11712 1.05224
H 2.16779 2.24316 2.21141
H 1.44164 2.68590 0.63778
H 0.49121 2.63145 2.12144
H 0.46459 0.26751 2.23704
H 0.23209 0.54608 0.51123
H 3.16076 -1.50095 0.03417
H 1.40506 -1.19303 -0.55406
H 2.94637 0.09496 1.59037

## Properties
Total charge: +1
Frontier orbital gap (eV): 7.62

=====

Stability check: which of them is most stable? model ii.